Entry 1:
ORCA calculation (wB97M-V/def2-TZVPD) on 2 unconnected molecules or ions with the total composition C2H4N3 at a distorted geometry.

The largest force on an atom comes out at 3.44 eV/Å. As for the HOMO energy (alpha / beta): -16.150 / -16.151 eV. The value obtained for the energy above the lowest of the compared OMol25 structures with the same formula, charge and spin is 487.6 kJ/mol. The LUMO energy (alpha / beta) is -6.77 / -6.77 eV. The net charge is +1.

XYZ file:
```
9
Properties=species:S:1:pos:R:3:forces:R:3
N -1.129571 -0.420694 -0.247943 0.0 3.4 -0.2
H 0.099814 -0.010643 3.778223 -0.1 0.3 1.8
H -0.623365 -0.448974 -2.343056 -1.7 -0.3 -2.3
H -1.466503 1.711355 -0.267019 0.8 -1.4 -0.4
N 0.341764 -0.136525 2.847916 -0.1 -0.6 -2.3
C 0.314286 -0.438930 1.727243 0.4 0.1 0.7
H 0.748046 -0.285272 -1.346767 1.5 0.3 0.8
N -0.981562 0.808282 -0.563070 -0.9 -2.8 -0.2
C -0.286877 -0.155843 -1.425019 0.1 0.9 2.0
```
Positions in Å, forces in eV/Å.


Entry 2:
ORCA calculation (wB97M-V/def2-TZVPD) on a gas-phase ion, C2H4N3 (charge +1) at a distorted geometry.

The largest force on an atom comes out at 4.75 eV/Å. As for the HOMO energy: -16.033 eV. The value obtained for the energy above the lowest of the compared OMol25 structures with the same formula, charge and spin is 356.7 kJ/mol. The LUMO energy is -4.99 eV. The net charge is +1. The SMILES is [NH+]#CN1CN1.

XYZ file:
```
9
Properties=species:S:1:pos:R:3:forces:R:3
N 0.013165 -0.089389 -0.424596 -0.7 -0.5 -1.6
N -2.357474 -0.041025 -0.018283 0.4 0.9 1.1
C -1.183164 -0.059964 -0.011155 -2.3 -0.7 -0.4
N 0.866832 0.872070 0.098397 2.5 1.8 1.4
H 1.867168 -0.858462 -0.670695 2.8 -1.2 -3.5
C 1.323771 -0.485145 0.061808 -3.1 0.5 3.5
H 1.307448 1.475690 -0.600105 -0.3 -0.3 -0.4
H -3.114786 0.277330 0.611699 0.5 -0.7 -0.6
H 1.277041 -1.091102 0.952926 0.3 0.4 0.5
```
Positions in Å, forces in eV/Å.